Molecular formula: C3H9OS
Method: DFT, ωB97M-V/def2-TZVPD

The spin multiplicity is 2. Its LUMO energy (alpha / beta) is 0.919 / -2.197 eV. Its energy relative to the best compared isomer or geometry (same formula, charge and spin) is 0.436 eV. As for the electronic energy: -16138.0515 eV. The calculation puts the frontier orbital gap (alpha / beta) at 10.485 / 6.978 eV. The expectation value of S² is 0.753.

CARTESIAN COORDINATES (ANGSTROEM)
H1 -0.0376 1.8979 0.8566
H2 1.1132 0.8928 -0.0811
H3 -1.0557 -0.0749 -0.7000
H4 0.1308 0.8584 -2.1894
C1 -0.2723 -0.2145 1.1949
H5 1.0207 -0.4331 -2.2661
C2 0.6000 1.0119 0.8708
H6 -1.8925 -1.2930 0.2259
O1 0.7807 0.3861 -2.7085
H7 1.2756 1.1579 1.7038
H8 -1.0695 0.0658 1.8842
C3 -0.9035 -0.9156 -0.0375
S1 -0.0595 -2.4158 -0.4834
H9 0.3696 -0.9240 1.7298

Here are the Mulliken charges for atoms 1 to 6, given in e:
1. H 0.298
2. H 0.269
3. H 0.284
4. H 0.299
5. C -0.302
6. H 0.315


Molecular formula: C3H9S
Method: DFT, ωB97M-V/def2-TZVPD

Its LUMO energy is 3.618 eV. Its energy relative to the best compared isomer or geometry (same formula, charge and spin) is 0.826 eV. As for the electronic energy: -14092.3303 eV. The calculation puts the frontier orbital gap at 6.005 eV. As for the charge: -1.

CARTESIAN COORDINATES (ANGSTROEM)
H1 1.2792 -0.5721 0.8625
H2 -0.4324 1.8466 1.6470
C1 0.4922 1.2591 1.7166
H3 0.8673 -1.5889 2.9212
H4 -0.3905 -0.2315 0.5285
C2 -0.0204 -1.0571 2.5874
H5 -0.2528 -0.3712 3.3816
C3 0.3427 -0.1924 1.2735
H6 0.6506 1.3786 2.7989
H7 -0.9584 -1.5009 2.3129
S1 -0.3960 -0.1124 -2.9170
H8 -0.5833 1.0129 -2.2874
H9 1.2692 1.7666 1.0411

Here are the Mulliken charges for atoms 1 to 6, given in e:
1. H 0.234
2. H 0.291
3. C -1.059
4. H 0.310
5. H 0.256
6. C -1.042